No. 1
Computed, not measured: a cluster of 9 separate species, H18O9 in total at a distorted geometry, with ωB97M-V/def2-TZVPD.

Bonds (Å) are listed after each position.
Positions of all 27 atoms, in Å:
1 O 1.354 2.880 -3.706  H22 0.931, H23 0.986
2 O 0.035 -2.264 1.031  H13 0.963, H21 0.986
3 O -3.168 1.386 0.403  H11 0.922, H24 0.987
4 O -1.206 2.008 1.980  H26 1.010, H27 0.961
5 O -2.947 -1.921 1.158  H12 1.021, H16 0.951
6 O 3.351 -0.683 2.158  H17 0.965, H20 1.024
7 O 1.585 0.087 0.135  H10 0.968, H14 0.909
8 O -1.340 -0.302 -0.633  H18 0.896, H19 0.974
9 O 1.767 -0.756 -3.193  H15 0.947, H25 0.996
10 H 1.104 -0.745 0.254  O7 0.968
11 H -4.046 1.110 0.454  O3 0.922
12 H -2.462 -1.363 1.862  O5 1.021
13 H 0.392 -2.590 0.199  O2 0.963
14 H 1.017 0.751 0.383  O7 0.909
15 H 2.643 -1.107 -3.270  O9 0.947
16 H -2.156 -2.359 0.864  O5 0.951
17 H 3.595 -0.348 1.286  O6 0.965
18 H -1.884 -0.935 -0.960  O8 0.896
19 H -0.597 -0.767 -0.209  O8 0.974
20 H 3.912 -0.027 2.709  O6 1.024
21 H 0.532 -2.641 1.794  O2 0.986
22 H 1.162 3.476 -3.017  O1 0.931
23 H 1.924 2.233 -3.228  O1 0.986
24 H -3.228 1.609 -0.556  O3 0.987
25 H 1.693 0.062 -2.631  O9 0.996
26 H -1.939 2.149 2.661  O4 1.010
27 H -1.092 1.057 2.073  O4 0.961

**Energy**: -18717.908 eV
**Highest occupied orbital energy**: -10.53 eV
**Frontier orbital gap**: 10.5 eV
**Molar mass**: 162.13 g/mol
**LUMO level**: 0.0 eV
**SMILES**: O.O.O.O.O.O.O.O.O

The net atomic charges from Löwdin, expressed in e, are: -0.04, -0.05, -0.06, -0.09, -0.08, -0.11, -0.01, -0.01, -0.07, 0.00, 0.00, 0.08, 0.07, 0.00, 0.02, -0.02, 0.01, -0.02, -0.01, 0.08, 0.11, 0.00, 0.04, 0.07, 0.04, 0.08, 0.01

***

No. 2
Computed, not measured: a cluster of 2 separate species, C11H18N3O4S2 in total at a distorted geometry, with ωB97M-V/def2-TZVPD.

Bonds (Å) are listed after each position.
Positions of all 38 atoms, in Å:
1 S 0.666 1.439 0.701  C11 1.677
2 S 0.833 4.348 0.910  C11 1.674
3 O 2.646 2.905 -0.273  C11 1.363, C14 1.452
4 O -2.872 -4.770 2.845  C15 1.344, C20 1.438
5 O -2.732 -2.682 3.765  C15 1.214
6 O 0.851 -0.868 -1.912  C17 1.248
7 N -1.176 -2.151 1.558  N9 1.266, C19 1.359
8 N -0.910 0.523 -2.283  C10 1.446, C17 1.378, C18 1.440
9 N -1.399 -3.349 1.903  N7 1.266, C15 1.456
10 C -2.274 0.952 -2.068  N8 1.446, H23 1.091, H30 1.100, H38 1.096
11 C 1.443 2.886 0.368  S1 1.677, S2 1.674, O3 1.363
12 C 4.652 3.976 -1.045  C14 1.511, H21 1.094, H22 1.094, H35 1.093
13 C -0.697 -0.634 -0.130  C17 1.471, C19 1.414, H31 1.089
14 C 3.304 4.194 -0.398  O3 1.452, C12 1.511, H28 1.106, H33 1.107
15 C -2.404 -3.515 2.944  O4 1.344, O5 1.214, N9 1.456
16 C 1.157 -2.180 0.653  C19 1.489, H25 1.095, H27 1.099, H32 1.093
17 C -0.201 -0.350 -1.486  O6 1.248, N8 1.378, C13 1.471
18 C -0.370 0.946 -3.549  N8 1.440, H24 1.097, H34 1.096, H37 1.089
19 C -0.267 -1.746 0.632  N7 1.359, C13 1.414, C16 1.489
20 C -3.758 -5.102 3.927  O4 1.438, H26 1.094, H29 1.095, H36 1.084
21 H 5.341 3.506 -0.337  C12 1.094
22 H 4.591 3.380 -1.960  C12 1.094
23 H -2.688 0.581 -1.130  C10 1.091
24 H -1.021 0.613 -4.368  C18 1.097
25 H 1.250 -3.267 0.744  C16 1.095
26 H -3.261 -4.920 4.884  C20 1.094
27 H 1.678 -1.697 1.492  C16 1.099
28 H 2.704 4.879 -1.026  C14 1.106
29 H -4.682 -4.516 3.870  C20 1.095
30 H -2.919 0.616 -2.893  C10 1.100
31 H -1.657 -0.226 0.181  C13 1.089
32 H 1.631 -1.871 -0.282  C16 1.093
33 H 3.453 4.665 0.592  C14 1.107
34 H -0.347 2.041 -3.569  C18 1.096
35 H 5.070 4.952 -1.305  C12 1.093
36 H -3.960 -6.160 3.796  C20 1.084
37 H 0.637 0.553 -3.677  C18 1.089
38 H -2.312 2.048 -2.073  C10 1.096

**Energy**: -46028.640 eV
**Highest occupied orbital energy**: -3.49 eV
**Frontier orbital gap**: 5.4 eV
**Molar mass**: 320.42 g/mol
**Charge**: -1
**LUMO level**: 1.9 eV

The net atomic charges from Löwdin, expressed in e, are: 0.66, 0.48, -0.21, -0.05, 0.09, -0.01, 0.07, -0.16, 0.11, -0.06, -1.35, -0.10, -0.10, -0.35, -0.54, -0.05, -0.49, -0.06, -0.31, -0.06, 0.07, 0.07, 0.07, 0.08, 0.07, 0.09, 0.09, 0.09, 0.09, 0.08, 0.08, 0.06, 0.09, 0.09, 0.07, 0.08, 0.08, 0.09

***

No. 3
Computed, not measured: a cluster of 2 separate species, C3H10N2O2 in total at a distorted geometry, with ωB97M-V/def2-TZVPD.

Bonds (Å) are listed after each position.
Positions of all 17 atoms, in Å:
1 O -0.509 -1.708 -0.450  C6 1.268
2 O -0.622 0.152 2.880  H8 0.924, H17 0.995
3 N 0.571 0.198 0.324  C6 1.391, C7 1.483, H14 1.063
4 N 0.068 1.361 -2.086  C5 1.537, H13 0.983, H16 1.017
5 C -1.075 0.609 -1.385  N4 1.537, C6 1.569, H10 1.177, H11 1.130
6 C -0.392 -0.446 -0.445  O1 1.268, N3 1.391, C5 1.569
7 C 1.919 -0.396 0.498  N3 1.483, H9 1.104, H12 1.143, H15 1.103
8 H -0.921 -0.689 2.640  O2 0.924
9 H 1.938 -1.272 -0.173  C7 1.104
10 H -1.822 1.244 -0.733  C5 1.177
11 H -1.750 -0.056 -1.998  C5 1.130
12 H 2.039 -0.796 1.562  C7 1.143
13 H 0.801 0.746 -2.312  N4 0.983
14 H 0.194 1.086 0.771  N3 1.063
15 H 2.837 0.170 0.265  C7 1.103
16 H -0.227 2.073 -2.749  N4 1.017
17 H -1.231 0.425 3.617  O2 0.995

**Energy**: -10347.055 eV
**Highest occupied orbital energy**: -8.85 eV
**Frontier orbital gap**: 9.5 eV
**Molar mass**: 106.12 g/mol
**LUMO level**: 0.7 eV
**SMILES**: CNC(=O)CN.O

The net atomic charges from Löwdin, expressed in e, are: 0.00, -0.05, -0.05, 0.01, -0.17, -0.47, -0.08, 0.00, 0.08, 0.14, 0.11, 0.09, 0.04, 0.15, 0.07, 0.06, 0.07